Record 1
Below is a 10-piece molecular cluster, C19H58O19 overall at a distorted geometry, with properties calculated with ωB97M-V/def2-TZVPD.

The geometry in XYZ format:
```
96
Properties=species:S:1:pos:R:3:forces:R:3:mulliken_charge:R:1
O 2.586568 -4.707167 2.260739 0.2 0.1 0.0 -0.583
C 3.444133 -3.590679 2.080724 0.1 0.1 0.1 -0.700
C 3.261722 -2.964864 0.699117 0.0 -0.6 0.4 0.766
O 4.039013 -3.618112 -0.299863 0.1 -0.1 -0.2 -0.587
H 1.728405 -4.360429 2.557704 0.0 -0.2 -0.1 0.430
H 3.281200 -2.850836 2.870922 -0.1 0.1 -0.1 0.220
H 4.477485 -3.927978 2.192970 0.0 -0.1 -0.1 0.402
H 3.554407 -1.917896 0.692704 -0.1 0.0 -0.1 -0.107
H 2.200337 -3.111830 0.471766 -0.1 0.4 -0.1 -0.002
H 3.835781 -4.560043 -0.260059 0.0 0.1 0.0 0.306
O -2.595241 -3.867768 4.193143 -0.2 0.3 -0.3 -0.553
C -1.791014 -2.681502 4.142594 0.3 -0.4 0.8 -0.750
C -0.834774 -2.815781 2.963481 -0.5 0.1 0.6 1.593
O -0.001440 -3.959604 3.102316 0.1 -0.1 0.4 -0.532
H -3.395664 -3.658033 4.680844 0.0 -0.2 0.0 0.301
H -2.375074 -1.756727 4.139017 -0.2 -0.1 -0.6 0.445
H -1.278154 -2.648308 5.114084 0.5 0.1 -0.3 0.396
H -0.179542 -1.946094 2.942129 -0.1 0.1 -0.2 -0.598
H -1.432494 -2.935790 2.057344 0.2 0.3 0.1 -0.656
H -0.475685 -4.626424 3.614353 0.0 0.0 -0.2 0.287
O -2.511125 -3.857416 0.641858 -0.7 -0.1 -0.6 -0.610
C -2.739246 -2.806248 -0.300294 0.7 1.0 0.4 0.750
C -2.493963 -3.272976 -1.718536 0.6 -0.9 -0.1 -0.362
O -3.282530 -4.420633 -2.014394 -0.6 0.1 -0.2 -0.577
H -3.225747 -4.496479 0.541800 0.0 0.0 0.2 0.286
H -3.678243 -2.262278 -0.157771 -0.4 -0.7 -0.1 0.189
H -2.012984 -2.045758 0.001297 0.2 0.0 -0.4 -0.545
H -1.443206 -3.571433 -1.827788 0.0 0.3 0.2 0.283
H -2.674955 -2.555328 -2.516808 -0.3 0.3 0.4 0.213
H -3.010204 -5.143874 -1.444033 0.2 0.0 -0.1 0.317
O -1.644092 4.654524 -4.492542 0.3 0.3 0.1 -0.556
C -1.551359 5.289449 -3.223684 -0.9 -0.4 -0.3 -0.542
C -0.475125 4.676661 -2.361247 1.0 -0.3 -0.7 -0.362
O -0.601665 3.244678 -2.366475 -0.8 -0.2 1.0 -0.303
H -2.057420 3.786322 -4.330042 0.1 0.2 0.0 0.463
H -1.427402 6.369034 -3.308769 0.4 0.0 -0.4 0.405
H -2.542143 5.196761 -2.763757 0.1 -0.2 0.5 0.180
H -0.477357 5.114775 -1.361868 -0.2 -0.5 0.2 0.295
H 0.533234 4.809729 -2.760717 -0.2 0.8 -0.2 0.339
H 0.052119 2.842076 -2.937216 0.1 0.2 -0.2 0.174
O 0.009717 0.246962 1.177834 0.5 0.5 0.0 0.570
C 0.673993 -0.637129 0.272302 -1.0 -1.4 1.0 0.219
C 0.692061 -0.309634 -1.191776 0.1 -0.2 0.2 -0.345
O -0.531972 -0.571714 -1.883377 0.2 0.4 0.2 -0.492
H -0.878006 0.473672 0.862684 0.3 -0.1 -0.4 -0.230
H 1.690974 -0.817004 0.622113 0.1 0.7 0.1 -0.267
H 0.202690 -1.616578 0.448133 0.0 -0.1 -0.5 0.067
H 1.429900 -0.993265 -1.618776 0.2 0.3 -0.1 0.269
H 1.003173 0.737298 -1.265571 0.1 0.0 -0.4 0.150
H -0.877817 0.284345 -2.144589 -0.3 -0.1 0.0 0.157
O 2.446401 2.221957 1.541023 0.6 0.7 0.3 -0.632
C 2.693251 1.890032 2.905864 -1.7 -2.4 -0.1 0.221
C 3.887260 0.958240 3.123002 0.8 1.8 0.0 -0.621
O 3.902168 -0.061845 2.153375 -0.1 -0.2 0.1 -0.254
H 1.832499 1.552336 1.224445 -0.1 0.0 0.0 0.160
H 2.653375 2.719222 3.608301 0.4 0.3 -0.4 0.410
H 1.832015 1.258743 3.168845 0.0 0.2 0.4 -0.321
H 3.902307 0.576065 4.148542 -0.4 -0.1 0.0 0.367
H 4.769719 1.612392 3.059655 0.2 -0.4 -0.3 0.317
H 4.814828 -0.325004 2.006823 0.0 0.0 -0.1 0.214
O 4.661242 0.309910 -4.538676 0.0 0.6 0.4 -0.549
C 4.473451 -0.065118 -3.170926 0.1 -0.8 -0.4 0.009
C 5.801611 -0.676526 -2.673868 -1.1 -1.0 1.2 -0.468
O 5.588915 -1.282574 -1.396272 -0.2 0.2 0.6 -0.446
H 3.964383 0.925353 -4.785749 0.1 0.0 -0.1 0.295
H 4.118047 0.705137 -2.477543 0.5 0.5 -0.3 0.221
H 3.641271 -0.781753 -3.162693 0.4 -0.5 0.3 0.158
H 6.561760 0.070963 -2.449052 0.0 0.1 -0.7 0.236
H 6.137665 -1.524016 -3.278586 0.2 0.8 -0.8 0.309
H 5.180330 -2.150751 -1.494757 -0.1 0.0 0.1 0.212
O -5.891522 2.026281 -3.497467 0.1 0.2 0.0 -0.545
C -5.195781 2.051007 -4.744924 0.7 0.1 0.6 -0.500
C -3.819453 1.415476 -4.576584 -0.6 -0.8 0.4 -0.275
O -2.974188 2.219590 -3.747946 -0.1 0.0 -0.4 -0.356
H -5.676367 2.842615 -3.037109 -0.1 -0.1 0.1 0.300
H -5.827981 1.517779 -5.451785 0.2 0.1 -0.2 0.389
H -4.994092 3.083747 -5.045646 -0.4 0.0 -0.3 0.255
H -3.340990 1.193735 -5.530021 0.2 0.4 0.0 0.414
H -3.937414 0.459889 -4.056920 -0.1 -0.1 -0.2 0.119
H -3.165403 1.968533 -2.839184 0.1 0.1 0.0 0.191
O -1.216395 3.898115 1.583555 -0.1 0.6 0.0 -0.575
C -2.268788 2.984718 1.628905 -0.5 -1.2 -0.4 -0.303
C -2.782166 2.524660 0.244662 -0.5 1.2 1.3 -0.275
O -1.862493 1.716802 -0.452991 -0.7 0.1 -0.2 0.006
H -0.455565 3.505087 1.140792 0.0 -0.2 0.1 0.346
H -2.016154 2.120335 2.261164 0.3 -0.3 -0.3 -0.036
H -3.151495 3.352471 2.159189 0.3 0.9 -0.1 0.468
H -3.042516 3.424209 -0.326470 0.4 0.1 -0.1 0.253
H -3.774136 2.101073 0.446477 0.3 -0.9 -0.3 0.342
H -1.630551 2.238022 -1.241314 0.7 -0.1 0.1 -0.254
C -0.262693 0.688512 4.892223 -0.2 0.4 0.6 -0.238
O 0.944050 0.861862 5.644323 -0.3 -0.3 -0.4 -0.539
H -1.025227 0.301219 5.575195 -0.2 -0.2 -0.3 0.453
H -0.616539 1.667501 4.571820 0.2 0.1 -0.1 0.225
H -0.152109 0.048543 4.015777 0.1 0.0 0.0 -0.216
H 1.072207 0.012810 6.078528 0.3 0.1 0.1 0.297
```
Positions in Å, forces in eV/Å.

For the frontier orbital gap, the calculation gives 9.67 eV. As for the energy relative to the best compared isomer or geometry (same formula, charge and spin): 95.33 kJ/mol. Its SMILES is OCCO.OCCO.OCCO.OCCO.OCCO.OCCO.OCCO.OCCO.OCCO.CO. The value obtained for the electronic energy is -59540.45821 eV.

Record 2
Below is a 7-piece molecular cluster, C19H58O25P6 overall at a distorted geometry, with properties calculated with ωB97M-V/def2-TZVPD.

The geometry in XYZ format:
```
108
Properties=species:S:1:pos:R:3:forces:R:3:mulliken_charge:R:1
C -7.603801 13.951154 19.228839 -0.2 0.0 0.2 -0.487
O -7.160052 14.655716 20.401076 -0.1 0.1 -0.2 -0.272
P -5.620510 14.797237 20.711796 0.5 0.3 0.2 1.051
O -5.261735 15.977685 21.485202 -0.3 0.4 0.1 -0.690
O -5.276357 13.420048 21.388365 0.0 -0.4 -0.4 -0.351
C -3.912282 13.002316 21.508004 0.2 -0.3 0.2 -0.677
O -4.860713 14.704165 19.319355 -0.1 -0.4 -0.2 -0.302
C -4.655130 15.842478 18.490744 0.1 0.4 -0.5 -0.673
H -7.097441 12.992084 19.138485 0.0 0.0 0.0 0.359
H -7.437502 14.549514 18.333217 0.1 0.0 0.0 0.187
H -8.673154 13.800243 19.350271 0.0 0.0 0.0 0.187
H -3.208312 13.805779 21.302393 -0.1 0.1 0.0 0.325
H -3.714739 12.170019 20.832629 -0.1 0.1 -0.1 0.255
H -3.762684 12.639018 22.522508 0.0 0.1 0.0 0.261
H -5.139383 15.699409 17.521122 -0.1 -0.2 0.2 0.252
H -3.591536 15.959091 18.291504 0.0 0.0 0.2 0.321
H -5.033271 16.759813 18.938415 0.1 0.0 0.2 0.281
C -11.594226 19.558536 10.396437 0.2 -0.2 0.2 -0.528
O -10.414562 20.179514 9.876386 -0.1 0.2 -0.3 -0.347
P -9.006693 19.989652 10.549356 0.0 -0.3 0.2 0.792
O -7.906095 20.623695 9.843863 0.2 0.3 -0.3 -0.718
O -9.261161 20.464209 12.035590 0.0 0.1 0.1 -0.126
C -8.112727 20.766779 12.829346 0.7 0.4 0.1 -0.442
O -8.844324 18.424813 10.765073 -0.2 -0.2 0.3 -0.094
C -8.515828 17.561614 9.677356 -0.1 -0.1 -0.2 -0.739
H -12.413948 20.261921 10.297903 0.0 0.1 0.0 0.252
H -11.444318 19.291990 11.442166 -0.2 0.0 0.0 0.244
H -11.803051 18.653987 9.827464 0.0 0.0 0.0 0.248
H -7.662837 21.719093 12.537730 -0.3 0.0 -0.2 0.349
H -7.320391 20.026139 12.714670 -0.2 -0.2 0.1 0.333
H -8.409951 20.842973 13.871087 -0.2 -0.2 0.0 -0.047
H -8.821037 17.994189 8.723505 0.1 0.0 0.0 0.323
H -9.050842 16.624295 9.821178 0.0 0.0 0.1 0.254
H -7.447086 17.359076 9.672378 0.0 0.1 0.0 0.256
C -15.034905 24.016783 19.113953 0.3 0.1 -0.4 -0.650
O -15.643215 22.949546 19.841181 0.1 0.0 0.1 -0.287
P -14.936320 22.437593 21.181959 -0.5 0.0 -0.2 1.095
O -14.177272 23.474698 21.868151 0.4 0.4 0.0 -0.667
O -16.132981 21.805251 21.970946 -0.1 -0.4 0.0 -0.376
C -17.293243 22.588104 22.217055 -0.4 0.4 0.2 -0.647
O -14.176398 21.118835 20.794443 0.0 -0.1 0.0 -0.339
C -12.907061 21.207250 20.149931 1.0 -0.6 0.5 -0.595
H -14.151861 23.662163 18.572642 -0.1 0.0 0.1 0.246
H -14.727950 24.827979 19.771570 -0.1 0.0 0.1 0.342
H -15.748877 24.366124 18.372992 -0.1 0.0 0.1 0.271
H -17.655876 22.371541 23.219831 0.1 -0.1 0.0 0.258
H -18.074804 22.343533 21.497176 0.1 -0.1 0.0 0.248
H -17.086454 23.659025 22.159885 0.1 -0.1 0.0 0.324
H -12.928069 20.620310 19.234416 -0.2 0.4 -0.3 0.188
H -12.152429 20.713118 20.768950 -0.2 0.0 0.1 0.169
H -12.542792 22.228052 20.044645 -0.3 0.1 -0.4 0.385
C -11.134991 17.582711 18.710630 -0.4 -0.1 0.4 -0.825
O -10.588912 18.481456 17.739635 -0.4 0.4 -0.2 -0.123
P -9.524948 19.542343 18.210620 0.1 -0.5 0.0 0.362
O -9.820899 20.225893 19.470376 0.0 0.1 0.3 -0.049
O -9.395812 20.442380 16.935664 -0.1 0.1 0.2 -0.308
C -8.542785 21.598255 17.060943 0.4 0.1 -0.6 -0.807
O -8.173872 18.705058 18.204199 0.6 0.2 -0.1 -0.015
C -7.667394 18.056257 19.369891 -0.1 0.0 0.8 -0.105
H -10.863753 17.844727 19.735890 0.3 0.0 -0.1 0.407
H -10.812671 16.577591 18.456200 -0.1 0.0 0.1 0.250
H -12.222861 17.654429 18.689410 0.0 -0.1 -0.3 0.270
H -8.959129 22.373388 16.423608 -0.1 0.0 0.0 0.258
H -7.555402 21.331002 16.681970 0.0 0.0 0.1 0.261
H -8.459784 21.963327 18.081849 -0.2 -0.1 0.1 0.300
H -8.427605 18.020276 20.151744 0.0 -0.1 -0.1 0.110
H -6.817102 18.579983 19.808280 0.0 0.2 -0.3 0.404
H -7.365001 17.042916 19.120594 -0.1 0.0 -0.1 -0.349
C -8.576689 19.920379 22.381518 0.2 0.5 0.4 -0.640
O -8.392336 20.679547 23.595869 -0.5 -0.3 0.1 -0.419
P -7.836394 22.159938 23.527796 -0.1 -0.2 -0.4 0.895
O -6.623585 22.280090 22.725684 0.2 0.2 -0.1 -0.696
O -7.717516 22.536335 25.034388 0.0 0.4 0.3 -0.347
C -8.848100 22.855136 25.868773 0.0 -0.2 -0.3 -0.582
O -9.045353 23.071906 23.033920 -0.1 -0.1 0.0 -0.284
C -9.372988 23.089992 21.637720 -0.1 0.1 0.1 -0.564
H -9.593590 20.030826 22.012989 0.0 0.0 0.0 0.256
H -8.380642 18.884563 22.640572 0.1 -0.1 -0.1 0.375
H -7.881475 20.305406 21.637799 0.0 -0.3 -0.2 0.384
H -8.593006 23.745243 26.434349 0.1 -0.1 0.2 0.235
H -9.041436 21.990376 26.497350 0.0 0.1 0.2 0.242
H -9.725697 23.074137 25.265702 0.0 0.0 0.0 0.300
H -10.003661 22.239844 21.376818 0.1 -0.1 0.0 0.158
H -8.455689 23.077290 21.050261 -0.1 0.1 -0.1 0.326
H -9.941778 24.000719 21.470074 0.1 0.1 -0.1 0.351
C -11.469741 11.992171 17.531614 0.4 0.0 -0.3 -0.859
O -11.439019 13.421011 17.370115 -0.3 0.0 0.4 -0.202
P -11.923204 14.033834 15.994066 0.4 0.2 0.2 0.586
O -11.172968 13.601701 14.827413 0.0 -0.1 -0.5 -0.741
O -13.462261 13.738275 15.872816 -0.4 -0.4 -0.2 -0.331
C -14.363934 13.676170 16.976766 -0.3 0.2 -0.2 -0.621
O -11.833418 15.560776 16.380798 0.3 0.1 0.4 0.361
C -12.219909 16.569899 15.457825 -0.4 0.5 -0.5 -0.690
H -11.868054 11.769416 18.516077 -0.1 0.0 0.0 0.263
H -10.448878 11.621479 17.450151 0.0 0.0 0.1 0.241
H -12.051220 11.504366 16.749280 -0.2 0.1 0.1 0.436
H -15.335736 13.977846 16.590162 0.0 0.0 0.0 0.263
H -14.090287 14.355005 17.783894 0.2 -0.1 0.0 0.283
H -14.431658 12.647804 17.326630 0.1 0.0 0.1 0.281
H -11.517119 17.399638 15.495188 0.1 -0.1 0.2 0.018
H -13.204084 16.956465 15.731832 0.0 -0.1 0.0 0.264
H -12.255727 16.201828 14.431020 0.0 -0.1 0.1 0.459
C -8.677619 17.886892 15.021557 -1.0 -0.7 -1.4 -0.635
O -7.311408 18.025289 15.308330 0.2 0.1 0.1 -0.602
H -9.276868 18.800786 15.064252 0.3 0.1 0.6 0.097
H -8.816524 17.577593 13.974091 0.5 0.0 0.1 0.496
H -9.163010 17.070873 15.565773 0.1 0.2 0.4 0.318
H -7.191873 17.824314 16.240560 0.0 0.3 0.1 0.285
```
Positions in Å, forces in eV/Å.

For the frontier orbital gap, the calculation gives 10.29 eV. As for the energy relative to the best compared isomer or geometry (same formula, charge and spin): 72.11 kJ/mol. Its SMILES is COP(=O)(OC)OC.COP(=O)(OC)OC.COP(=O)(OC)OC.COP(=O)(OC)OC.COP(=O)(OC)OC.COP(=O)(OC)OC.CO. The value obtained for the electronic energy is -127577.71627 eV.

Question: What is the energy relative to the best compared isomer or geometry (same formula, charge and spin) in the first record?
Answer: 95.33 kJ/mol

Question: The highest energy relative to the best compared isomer or geometry (same formula, charge and spin) belongs to which entry?
Answer: C19H58O19

Question: Which value of electronic energy does entry 2 give?
Answer: -127577.71627 eV

Question: The highest energy relative to the best compared isomer or geometry (same formula, charge and spin) belongs to which entry?
Answer: C19H58O19